Density functional theory data (wB97M-V/def2-TZVPD) for an isolated ion of composition C26H34NO7 and charge -1 in a non-equilibrium geometry.

XYZ file:
```
68
Properties=species:S:1:pos:R:3:forces:R:3
H 5.9339 2.2935 0.8933 -0.132 0.131 0.029
C -2.6724 -3.8584 2.1537 0.252 0.164 -0.562
H 2.9970 -4.3173 1.2378 -0.190 0.161 -0.034
H -1.0294 2.1809 -5.8232 0.017 0.179 -0.005
H -0.9799 3.7678 -5.0000 -0.097 -0.117 -0.093
C -0.4236 1.9941 -2.8103 -0.753 -0.215 -0.092
C 0.0966 1.5573 -1.5891 -0.305 0.114 -0.080
C -0.5775 -2.6006 3.1839 0.420 -0.456 0.757
H -4.0754 2.6819 -5.3954 -0.185 -0.110 0.143
C -1.1498 -3.6363 2.2183 -0.243 -0.799 -0.137
N -2.4019 2.3983 -4.2249 -0.614 0.463 -1.384
H -0.7481 -3.4215 1.2279 -0.434 -0.376 0.107
H -4.0643 -0.9024 2.4026 0.478 0.214 -0.145
H -0.5584 1.5372 1.5792 -0.585 -0.828 -0.207
H -4.3465 3.0250 -3.6644 -0.004 -0.067 -0.112
H -2.7951 1.0411 0.0289 0.123 -0.022 -0.238
H 4.1079 2.5930 -1.6009 -0.068 -0.208 0.044
C 3.8185 2.1861 0.4783 -0.789 -0.066 1.029
H 3.1160 1.1319 -1.2875 0.125 0.106 0.102
H 1.1798 1.5307 -1.4832 -0.349 0.020 0.022
C -0.1546 -1.1819 2.7688 0.206 1.799 0.284
H 0.2784 2.2994 -3.5959 -0.358 -0.104 0.290
C 2.0783 -2.8227 -0.0907 -0.447 0.291 -0.043
C -2.6592 1.5818 -1.9710 0.449 0.308 -0.972
H 4.0710 -3.4799 0.1262 -0.030 -0.010 0.006
C -3.8424 2.3585 -4.3809 0.329 -0.021 0.232
H -4.2305 1.3432 -4.2194 -0.026 0.129 -0.105
H 3.4410 -2.5997 1.5258 -0.100 -0.186 -0.113
H -2.8359 -1.6737 3.3344 0.107 0.038 -0.397
H 5.2125 3.8151 0.2834 -0.007 -0.135 0.142
H -2.3751 3.3391 -6.0428 0.462 0.035 -0.006
H 4.9154 3.3005 1.9719 0.020 -0.103 -0.248
C -1.6396 2.9523 -5.3299 -0.128 -0.283 0.445
H -3.7512 1.5315 -2.0720 0.583 0.162 0.093
O 2.4330 -0.6326 1.9992 0.894 -0.538 0.161
C 0.2066 -1.4266 0.2699 0.032 -0.102 -2.129
C -1.8380 1.9931 -3.0541 0.874 -0.418 1.767
C 3.9768 1.7174 -0.9544 -0.008 -0.057 -0.177
C -0.5360 -0.5697 1.3348 -2.141 -4.529 2.055
H -3.0910 -4.0177 3.1641 0.129 0.074 -0.289
H -3.0075 -2.5096 0.4653 -0.059 -0.303 0.007
C -3.3692 -2.6793 1.4860 -0.014 -0.549 0.297
H 4.8724 1.0882 -1.0107 -0.140 0.099 -0.048
C 3.1923 -3.3481 0.7657 0.372 -0.217 0.383
C 1.4554 2.6145 0.8452 -0.709 -1.491 -0.088
O -2.5328 0.7413 1.9250 0.780 -1.376 0.006
H -0.7234 -4.6107 2.5066 0.026 0.237 -0.119
H -0.5656 -0.4718 3.5178 0.102 -0.251 -0.360
C 2.4067 0.4677 1.4664 -1.191 0.650 -0.889
H 0.3350 -3.0629 3.5876 -0.067 0.167 -0.197
C -0.1563 0.7322 0.9325 1.188 5.879 -1.307
C 5.0612 2.9536 0.9428 -0.311 -0.230 -0.019
O 0.5538 3.4263 0.8819 0.052 0.406 0.004
O 2.7169 3.0927 0.6378 1.115 0.260 -0.158
H 2.4464 -1.9238 -0.5995 -0.354 -0.216 -0.015
H 1.7148 -3.5491 -0.8300 0.150 0.211 0.058
C -3.1103 -1.4386 2.2955 -0.502 0.515 0.098
O 0.3047 -1.0884 -0.9069 -0.331 -1.222 1.688
C -0.7151 1.1553 -0.5179 -0.532 0.211 0.365
C 1.2741 1.1709 0.9759 2.448 0.661 0.301
H -1.2135 -2.5350 4.0739 -0.116 -0.027 -0.113
O 0.9450 -2.4481 0.7473 0.338 0.249 -0.283
H 0.9340 -1.0880 2.8694 -0.578 -0.088 -0.197
H -4.4536 -2.8528 1.4440 0.236 -0.020 -0.159
O 3.6430 1.0766 1.3650 0.893 0.774 -0.257
H -2.8758 -4.7578 1.5601 0.117 -0.082 0.198
C -2.0884 1.2381 -0.7576 0.008 -0.217 0.152
C -2.1308 -0.4030 1.7382 -0.427 1.330 0.509
```
Positions in Å, forces in eV/Å.

Charge: -1
SMILES string: CCOC(=O)[C@]1([C@@H](C2=C([O-])OC(C)(C)OC2=O)c2ccc(N(C)C)cc2)CCCCCCC1=O
Molecular weight, g mol⁻¹: 472.6
F_max, eV Å⁻¹: 6.1
E_LUMO, eV: 2.8
ΔE to the lowest compared entry with this formula, charge and spin, kcal per mole: 33.50
Kohn-Sham gap, eV: 6.5920